Run P
Molecular formula: Cl2H3N2P
Method: DFT, ωB97M-V/def2-TZVPD

```
! wB97M-V def2-TZVPD RIJCOSX def2/J DEFGRID3
* xyz 0 1
H -1.1607 -2.3058 -0.4977
N -0.8182 -1.5969 0.1834
P 0.3916 -0.7402 -0.1527
Cl 0.8133 -0.5444 -2.0997
N 1.2641 0.2015 0.7171
H 0.9668 0.1616 1.7567
Cl -1.1053 2.9945 -0.1009
H -0.3517 1.8299 0.1938
*
```

Its HOMO energy is -10.6336 eV. As for the frontier orbital gap: 0.37569 Eh.

***

Run Q
Molecular formula: Cl2H3N2P
Method: DFT, ωB97M-V/def2-TZVPD

```
! wB97M-V def2-TZVPD RIJCOSX def2/J DEFGRID3
* xyz 0 1
N -0.7122 -0.0308 1.3511
N -0.6233 -0.2673 -1.2392
P 0.2028 0.0613 0.1335
Cl 1.0975 1.9541 0.0753
Cl 1.8000 -1.1897 0.2945
H -0.0081 0.3831 2.7166
H -0.3351 -0.0198 -2.2052
H -1.4216 -0.8909 -1.1265
*
```

Its HOMO energy (spin up / spin down) is -9.3724 / -9.3722 eV. As for the frontier orbital gap (spin up / spin down): 0.34052 / 0.34050 Eh.

***

Energies relative to the most stable structure are run P 0.0000; run Q 0.0279, reported in hartree.

***

Run P
Molecular formula: Cl2H3N2P
Method: DFT, ωB97M-V/def2-TZVPD

```
! wB97M-V def2-TZVPD RIJCOSX def2/J DEFGRID3
* xyz 0 1
N -0.0087 0.0873 -1.6120
N -0.0136 -0.3186 0.9691
P -0.9265 0.0342 -0.3425
Cl -1.6973 1.7372 0.3957
Cl -2.5794 -1.1238 -0.2431
H -0.5870 0.3487 -2.8104
H 0.4999 -1.1240 0.8425
H -0.7026 -0.4681 1.6830
*
```

Its HOMO energy is -9.7625 eV. As for the frontier orbital gap: 0.37847 Eh.

***

Run Q
Molecular formula: Cl2H3N2P
Method: DFT, ωB97M-V/def2-TZVPD

```
! wB97M-V def2-TZVPD RIJCOSX def2/J DEFGRID3
* xyz 0 1
N 1.2757 0.5946 -0.5720
N 0.4337 -0.0735 0.5415
P -1.0917 -0.4270 1.0652
Cl -1.7297 -2.1219 0.1114
Cl -1.9521 0.7106 -0.3967
H 0.7599 0.3263 -1.3789
H 1.1928 1.6303 -0.4797
H 1.1114 -0.6394 1.1093
*
```

Its HOMO energy is -9.6694 eV. As for the frontier orbital gap: 0.36435 Eh.

***

Energies relative to the most stable structure are run P 0.0000; run Q 0.0084, reported in hartree.

***

Run P
Molecular formula: C2H2IN3O
Method: DFT, ωB97M-V/def2-TZVPD

```
! wB97M-V def2-TZVPD RIJCOSX def2/J DEFGRID3
* xyz 0 1
C -0.9957 -0.4997 0.3934
C 0.7270 -0.5953 -0.5982
N 0.0656 0.2211 0.1673
N 0.2253 -1.7801 -0.8845
N 2.4472 0.2236 -1.3282
O -0.9118 -1.7334 -0.1824
I 2.0180 0.8871 -3.2032
H -1.8180 -0.2027 1.0079
H 2.3284 0.8881 -0.6157
*
```

Its HOMO energy is -9.2578 eV. As for the frontier orbital gap: 0.32249 Eh.

***

Run Q
Molecular formula: C2H2IN3O
Method: DFT, ωB97M-V/def2-TZVPD

```
! wB97M-V def2-TZVPD RIJCOSX def2/J DEFGRID3
* xyz 0 1
N 1.2351 -0.7256 -0.2031
C 0.1810 -0.1582 0.3543
N -0.3304 -0.3954 1.5480
O -1.4884 0.4195 1.5409
N -1.6586 1.0420 0.3997
C -0.6750 0.7320 -0.3613
I -0.2089 1.2540 -2.3051
H 1.4202 -0.5610 -1.2554
H 1.5250 -1.6072 0.2820
*
```

Its HOMO energy is -9.4588 eV. As for the frontier orbital gap: 0.35080 Eh.

***

Energies relative to the most stable structure are run P 0.0792; run Q 0.0000, reported in hartree.

***

Run P
Molecular formula: C4H12OS
Method: DFT, ωB97M-V/def2-TZVPD

```
! wB97M-V def2-TZVPD RIJCOSX def2/J DEFGRID3
* xyz 0 1
C 0.1124 -3.4590 -2.3767
C -0.1666 -2.4904 -1.2059
O 0.9696 -1.8428 -0.6169
H 0.5328 -2.8845 -3.1603
H -0.9191 -3.8732 -2.6290
H 1.0375 -3.9717 -2.0315
H -0.9490 -1.6823 -1.5572
H -0.5925 -2.9273 -0.2622
H 1.8084 -2.3364 -0.7250
C -0.4700 0.6638 1.7163
S 0.1367 2.3356 1.4670
C -0.6192 2.8569 -0.1136
H -0.6074 0.3861 2.7234
H -1.3320 0.3605 1.0568
H 0.1936 -0.0966 1.2296
H -0.7771 1.9533 -0.7854
H 0.1141 3.6053 -0.5362
H -1.5928 3.4128 0.0190
*
```

Its HOMO energy is -8.1412 eV. As for the frontier orbital gap: 0.33022 Eh.

***

Run Q
Molecular formula: C4H12OS
Method: DFT, ωB97M-V/def2-TZVPD

```
! wB97M-V def2-TZVPD RIJCOSX def2/J DEFGRID3
* xyz 0 1
C -1.4237 0.7902 -1.4329
C -2.3872 1.1071 -0.3270
O -2.6467 -0.0549 0.4754
H -0.4439 0.5628 -1.0282
H -1.7070 -0.1123 -1.9658
H -1.2851 1.6238 -2.1245
H -3.3255 1.4894 -0.7389
H -1.9797 1.8649 0.3440
H -3.4650 -0.4733 0.1507
C 1.6015 -1.7092 0.6511
C 2.5543 -0.5831 1.0599
S 1.7158 1.0285 0.8437
H 0.5947 -1.5212 1.0434
H 1.9635 -2.6549 1.0218
H 1.4329 -1.7083 -0.4272
H 2.8615 -0.6951 2.0856
H 3.3969 -0.5812 0.3912
H 2.5427 1.6270 -0.0222
*
```

Its HOMO energy is -8.9732 eV. As for the frontier orbital gap: 0.36315 Eh.

***

Run R
Molecular formula: C4H12OS
Method: DFT, ωB97M-V/def2-TZVPD

```
! wB97M-V def2-TZVPD RIJCOSX def2/J DEFGRID3
* xyz 0 1
C 2.6417 -0.4442 1.9226
C 2.4179 0.0538 0.4628
O 2.6608 -0.9564 -0.4672
H 1.7194 -1.1877 1.9465
H 2.4843 0.1156 2.9165
H 3.4771 -1.1312 2.1291
H 1.3394 0.4975 0.4332
H 2.9880 0.9847 0.2796
H 2.3581 -0.5592 -1.3257
C -1.5662 0.0346 -0.2215
C -2.5356 0.7680 -1.1459
S -4.2534 0.1010 -1.0229
H -2.0581 0.2555 0.7968
H -1.7455 -1.0674 -0.3725
H -0.5021 0.2567 -0.5948
H -2.3816 0.4902 -2.3262
H -2.6262 1.8908 -1.0295
H -4.4179 -0.1022 -2.3809
*
```

Its HOMO energy is -9.1015 eV. As for the frontier orbital gap: 0.35586 Eh.

***

Energies relative to the most stable structure are run P 0.0442; run Q 0.0000; run R 0.0620, reported in hartree.

***

Run P
Molecular formula: C2H13NO4
Method: DFT, ωB97M-V/def2-TZVPD

```
! wB97M-V def2-TZVPD RIJCOSX def2/J DEFGRID3
* xyz 0 1
C -1.9439 0.0956 -0.3529
C -1.5686 0.8516 0.6703
N -0.6790 1.9306 0.5658
H -1.8082 0.3493 -1.3969
H -2.5326 -0.7891 -0.1698
H -1.7820 0.5772 1.6900
H -0.6413 2.3636 -0.3484
H -0.7995 2.6076 1.3036
O 2.5689 1.2921 -2.6104
H 1.8177 0.8876 -3.0498
H 2.5271 1.0515 -1.6584
O -2.5620 -3.0050 1.2592
H -2.2301 -2.7993 0.3830
H -1.8240 -3.2150 1.8338
O 0.3430 -2.0756 0.6312
H 0.2599 -1.1935 0.2450
H 1.2011 -2.0106 1.0679
O 2.8392 1.1919 0.0063
H 3.7201 1.5426 -0.1739
H 2.2994 1.9278 0.3143
*
```

Its HOMO energy is -8.8802 eV. As for the frontier orbital gap: 0.33988 Eh.

***

Run Q
Molecular formula: C2H13NO4
Method: DFT, ωB97M-V/def2-TZVPD

```
! wB97M-V def2-TZVPD RIJCOSX def2/J DEFGRID3
* xyz 0 1
C -0.1897 -1.9609 -0.0701
N 0.3177 -1.6033 -1.1704
C -0.4283 -0.5449 -1.8750
H 0.4142 -2.4040 0.7215
H -1.2436 -1.8661 0.2058
H -0.9595 0.1091 -1.1948
H 0.3268 0.0434 -2.3757
H -1.0769 -0.9814 -2.6353
O -0.2549 3.3728 2.3148
H 0.3312 4.0490 2.6660
H 0.3054 2.6115 2.1198
O 1.4734 1.3440 0.5765
H 1.9276 0.5045 0.3961
H 2.2266 1.9445 0.6203
O -3.5890 -0.2302 -0.0699
H -4.5289 -0.3551 -0.2445
H -3.5965 0.4923 0.5702
O 2.8672 -1.1973 -0.0233
H 2.0309 -1.6607 -0.2157
H 3.6462 -1.6673 -0.3163
*
```

Its HOMO energy is -9.6806 eV. As for the frontier orbital gap: 0.38132 Eh.

***

Run R
Molecular formula: C2H13NO4
Method: DFT, ωB97M-V/def2-TZVPD

```
! wB97M-V def2-TZVPD RIJCOSX def2/J DEFGRID3
* xyz 0 1
C 1.2237 -1.0544 -0.1711
N 1.4101 -2.1229 0.6924
C 0.2295 -2.8397 1.1245
O -0.7810 -1.9814 1.7936
H 0.4964 -1.2564 -0.9581
H 2.1165 -0.9171 -0.7945
H 1.0504 0.0036 0.3568
H 1.8348 -1.6626 1.4817
H -0.2674 -3.3844 0.3641
H 0.5999 -3.4573 2.0491
H -1.1631 -1.3392 1.1496
O -1.4818 2.3346 -2.2567
H -0.9451 2.2083 -3.0625
H -0.9657 2.6793 -1.4862
O -1.8937 0.4137 0.5587
H -2.5614 1.0086 0.2082
H -1.9664 0.4944 1.5344
O 0.9091 3.3843 -1.1151
H 1.6609 3.2998 -0.5010
H 0.4943 4.1890 -0.9678
*
```

Its HOMO energy is -8.8959 eV. As for the frontier orbital gap: 0.34021 Eh.

***

Run S
Molecular formula: C2H13NO4
Method: DFT, ωB97M-V/def2-TZVPD

```
! wB97M-V def2-TZVPD RIJCOSX def2/J DEFGRID3
* xyz 0 1
C 0.3108 1.0988 1.6234
C -0.1140 1.5888 0.4604
N 0.5858 1.5025 -0.7602
H 1.0804 0.3646 1.8223
H -0.2018 1.4700 2.5077
H -1.1070 2.0009 0.3212
H 1.5479 1.1821 -0.6748
H 0.6869 2.4382 -1.1411
O 2.6358 -0.9861 -0.1433
H 3.0863 -1.8019 0.1112
H 2.1290 -1.3068 -0.9101
O -2.7966 0.0819 -0.7367
H -3.2564 -0.5538 -1.2933
H -2.1759 -0.3723 -0.1446
O -1.2346 -1.3470 1.0692
H -0.8398 -0.7088 1.6796
H -0.4614 -1.8997 0.8873
O 0.3467 -1.1185 -1.7051
H -0.5746 -1.1921 -1.9685
H 0.3525 -0.4406 -1.0047
*
```

Its HOMO energy is -8.8325 eV. As for the frontier orbital gap: 0.34567 Eh.

***

Energies relative to the most stable structure are run P 0.0000; run Q 0.0189; run R 0.0252; run S 0.0056, reported in hartree.

***

Run P
Molecular formula: C2H13NO4
Method: DFT, ωB97M-V/def2-TZVPD

```
! wB97M-V def2-TZVPD RIJCOSX def2/J DEFGRID3
* xyz 0 1
C 0.0621 -0.2286 1.2259
C 0.9630 0.2539 2.1122
N 1.4702 1.5477 2.2103
H -0.0925 0.2897 0.2815
H -0.4022 -1.2032 1.2424
H 1.4606 -0.5488 2.6753
H 1.3880 2.0241 1.3169
H 2.4488 1.5694 2.4576
O 3.0746 -0.4385 0.1940
H 2.2356 -0.7330 -0.2230
H 2.8040 -0.5395 1.1162
O 1.4743 2.5517 -0.6739
H 1.5455 1.5952 -0.8072
H 2.2770 2.9059 -1.0755
O -4.0760 2.9344 -1.8092
H -3.4174 2.9287 -2.5185
H -4.7715 3.1126 -2.4646
O -2.8637 -6.4760 -1.7682
H -2.1654 -5.8430 -1.5202
H -3.4149 -5.7028 -1.9721
*
```

Its HOMO energy is -8.6504 eV. As for the frontier orbital gap: 0.33581 Eh.

***

Run Q
Molecular formula: C2H13NO4
Method: DFT, ωB97M-V/def2-TZVPD

```
! wB97M-V def2-TZVPD RIJCOSX def2/J DEFGRID3
* xyz 0 1
C 0.8473 2.4138 1.0282
N -0.3020 1.6143 0.6339
C 0.0001 0.7291 -0.4614
O 0.3337 1.4766 -1.6074
H 1.1593 3.1334 0.2625
H 1.7003 1.7677 1.2074
H 0.6253 3.0490 1.8820
H -1.0903 2.1827 0.3604
H 0.7519 -0.0164 -0.1955
H -0.8987 0.1206 -0.6218
H 0.4289 0.8087 -2.3014
O -0.2871 -2.5910 0.3582
H -0.1080 -3.3827 0.8393
H -0.6300 -1.8568 0.8874
O 0.4028 -2.1394 -2.3857
H 0.0060 -2.4240 -1.5435
H 0.0953 -2.8114 -3.0005
O -0.8814 -0.5800 2.2999
H -0.4015 -0.5282 3.1195
H -0.7027 0.2853 1.8826
*
```

Its HOMO energy is -9.8092 eV. As for the frontier orbital gap: 0.38822 Eh.

***

Energies relative to the most stable structure are run P 0.0632; run Q 0.0000, reported in hartree.